Computed, not measured: a single C5H10O molecule, with wB97M-V/def2-TZVPD.

Geometry as XYZ:
```
16
Properties=species:S:1:pos:R:3:forces:R:3:nbo_charge:R:1
C 2.043680 -0.561422 0.550340 -0.016 -0.230 -0.131 -0.427
H 1.729058 1.037859 1.772558 -0.189 0.123 -0.123 0.194
H 0.386440 -0.114180 -1.562857 0.019 0.123 -0.050 0.203
O -2.273940 -0.312019 0.435966 -0.637 -0.062 0.050 -0.737
H -0.618720 -1.519359 0.113522 -0.262 0.075 0.009 0.163
H -0.994278 0.964864 -1.599143 -0.189 0.162 -0.129 0.208
C -1.270396 -0.814890 -0.426292 0.603 -0.090 -0.377 -0.061
H -0.582750 1.333304 0.928243 0.040 0.273 -0.067 0.234
H 1.813458 -1.196156 -0.300115 -0.010 0.114 0.052 0.186
C 1.372460 0.529909 0.875547 -0.012 0.201 0.271 -0.154
H -3.112168 -0.772630 0.279488 0.501 0.173 0.071 0.476
H 2.868520 -0.863293 1.177002 0.135 -0.140 -0.032 0.200
H -1.702920 -1.351492 -1.280667 -0.005 0.075 0.130 0.164
C 0.196415 1.166831 0.180245 0.392 -0.332 0.022 -0.455
C -0.399572 0.334340 -0.948879 -0.112 -0.405 0.215 -0.414
H 0.544712 2.138329 -0.194957 -0.260 -0.059 0.087 0.219
```
Forces are in eV/Å.

Results
Energy relative to the best compared isomer or geometry (same formula, charge and spin) ... 24.8 kcal per mole

---

Computed, not measured: a single C5H10O molecule, with wB97M-V/def2-TZVPD.

Geometry as XYZ:
```
16
Properties=species:S:1:pos:R:3:forces:R:3:nbo_charge:R:1
H 0.578788 1.810245 1.480605 1.176 -0.688 0.094 0.216
H -0.008436 -2.710399 0.386004 -0.109 0.135 -0.020 0.465
H -1.462991 1.796574 0.497955 -0.758 -0.620 -0.936 0.217
H -0.551705 0.368306 -2.056393 -0.126 0.048 0.289 0.209
C -0.816340 0.084466 -1.028445 -0.037 0.065 0.072 -0.433
C -0.660826 1.298735 -0.066319 -0.018 0.171 -0.014 -0.408
H -0.326139 0.398619 1.872726 -0.177 -0.091 -0.208 0.201
H 0.744520 -1.445747 -1.364236 -0.168 0.200 0.220 0.162
O -0.598821 -2.001085 0.101709 0.113 -0.182 0.238 -0.727
H -0.212940 2.124937 -0.628164 0.248 -0.135 0.081 0.193
H -1.808000 -0.372789 -1.071973 0.070 0.147 0.130 0.232
C 0.254308 0.846579 1.060459 -0.071 0.010 0.151 -0.411
C 0.180256 -0.990755 -0.530328 0.126 0.393 -0.108 0.102
C 1.139672 -0.268518 0.458255 -0.025 0.138 0.033 -0.434
H 1.505379 -0.993788 1.199321 -0.045 0.279 -0.088 0.208
H 2.015198 0.097744 -0.092326 -0.196 0.131 0.068 0.207
```
Forces are in eV/Å.

Results
Energy relative to the best compared isomer or geometry (same formula, charge and spin) ... 13.7 kcal per mole

---

Computed, not measured: a single C5H10O molecule, with wB97M-V/def2-TZVPD.

Geometry as XYZ:
```
16
Properties=species:S:1:pos:R:3:forces:R:3:nbo_charge:R:1
C 0.586935 -0.237458 -0.103573 -0.010 -0.100 -0.002 -0.341
C 1.834478 0.484548 0.420961 0.189 0.081 0.138 -0.607
H 2.749567 0.145322 -0.074614 -0.164 0.049 0.069 0.220
H -2.705244 0.754469 -0.840906 0.151 -0.071 -0.010 0.212
H -0.297156 1.600889 -0.801972 0.017 -0.165 0.124 0.208
H 1.961031 0.292941 1.496246 0.017 0.087 -0.198 0.205
H 0.765306 -0.694999 -1.086128 -0.042 0.075 0.193 0.221
H -2.105849 -0.858777 -0.422014 0.016 0.141 -0.058 0.220
H 1.764076 1.572543 0.310930 0.002 -0.204 -0.123 0.214
H -1.636541 -0.114627 -1.952284 -0.006 0.012 0.163 0.206
C -1.835758 0.090952 -0.894194 -0.077 -0.059 -0.022 -0.616
C 0.227409 -1.353160 0.871799 -0.131 -0.071 -0.155 0.460
H 0.477604 -1.095799 1.930954 -0.173 -0.145 -0.105 0.094
O -0.290222 -2.406069 0.595453 0.252 0.429 0.044 -0.517
C -0.617145 0.722423 -0.225630 -0.073 0.012 0.055 -0.378
H -0.878491 1.096803 0.774971 0.031 -0.070 -0.114 0.199
```
Forces are in eV/Å.

Results
Energy relative to the best compared isomer or geometry (same formula, charge and spin) ... 10.1 kcal per mole

---

Computed, not measured: 2 unconnected molecules or ions with the total composition C5H10O, with wB97M-V/def2-TZVPD.

Geometry as XYZ:
```
16
Properties=species:S:1:pos:R:3:forces:R:3:nbo_charge:R:1
H 0.173336 0.027019 2.700611 -0.279 -0.304 -0.157 0.478
O 0.298643 -0.925227 2.843354 1.149 1.166 0.187 -0.692
H -2.711149 -0.400463 -2.303933 -0.176 0.435 0.199 0.216
H -1.737000 -1.065244 -1.024347 0.053 0.024 -0.007 0.223
H 2.136956 -0.042758 0.802914 -1.055 -0.637 -0.470 0.200
H -2.327214 1.476173 -0.584008 1.006 -0.342 0.608 0.201
C 1.596256 -1.240895 2.471568 -0.650 -1.467 0.445 0.148
H -0.986866 -0.509110 -2.522836 -0.016 -0.022 0.197 0.208
H -0.261279 2.753866 -1.027250 -0.275 0.152 -0.064 0.190
H 0.096947 1.721321 -2.457311 0.448 -0.873 0.167 0.195
C -1.482073 1.049859 -1.153459 -0.852 0.491 -1.251 -0.172
C -1.760332 -0.275843 -1.781591 0.385 -0.646 -0.361 -0.654
H 2.086110 -1.891307 3.187199 -0.483 -0.525 -0.046 0.168
H 3.133134 -1.502261 1.058238 0.052 -0.045 0.630 0.208
C 2.212416 -0.998136 1.334538 1.246 1.814 -0.618 -0.511
C -0.467885 1.823007 -1.543687 -0.554 0.779 0.541 -0.407
```
Forces are in eV/Å.

Results
Energy relative to the best compared isomer or geometry (same formula, charge and spin) ... 62.4 kcal per mole

---

Computed, not measured: a single C5H10O molecule, with wB97M-V/def2-TZVPD.

Geometry as XYZ:
```
16
Properties=species:S:1:pos:R:3:forces:R:3:nbo_charge:R:1
H 0.573737 -1.986582 -0.572094 -0.009 0.140 -0.023 0.211
H 2.612448 -0.818524 -0.857909 -0.108 0.037 0.062 0.177
H 1.589879 1.661719 -0.120389 0.021 -0.056 -0.110 0.467
H -0.703008 -1.068080 1.240230 0.023 0.122 -0.130 0.211
H -0.556896 1.711335 -0.131400 -0.152 -0.144 0.068 0.210
O 1.926709 1.073332 -0.803550 -0.008 0.202 0.185 -0.723
H -1.334558 1.310214 1.474420 0.052 -0.065 -0.178 0.215
C -0.645645 -0.477855 0.326352 0.088 -0.090 0.073 -0.231
C -1.052479 0.964536 0.483343 0.043 0.222 0.046 -0.435
H 0.207619 -0.644850 -1.649610 0.015 -0.004 0.115 0.211
C 1.831486 -0.261982 -0.329592 0.054 -0.343 0.072 -0.058
H -2.046234 0.089637 -1.293942 0.012 -0.042 0.175 0.212
C 0.470206 -0.894247 -0.614273 -0.022 0.011 -0.077 -0.427
H -2.883238 -0.307681 0.280478 0.183 0.050 -0.045 0.214
C -1.964554 -0.004796 -0.213870 -0.173 -0.060 -0.092 -0.412
H 2.062074 -0.315699 0.744641 -0.020 0.020 -0.142 0.159
```
Forces are in eV/Å.

Results
Energy relative to the best compared isomer or geometry (same formula, charge and spin) ... 28.1 kcal per mole

---

Computed, not measured: a single C5H10O molecule, with wB97M-V/def2-TZVPD.

Geometry as XYZ:
```
16
Properties=species:S:1:pos:R:3:forces:R:3:nbo_charge:R:1
H 0.656574 0.329081 1.430286 -0.103 0.074 -0.048 0.202
H 1.553301 2.034558 -0.472261 -0.069 0.026 0.190 0.209
H 2.055834 -1.709483 0.958504 0.285 0.495 -0.014 0.221
H -0.120691 0.381175 -1.510713 -0.457 -0.649 -0.104 0.232
H 0.481191 -2.044114 0.364655 -0.030 0.149 0.245 0.200
H -0.730825 1.440830 -0.293578 0.312 -0.007 -0.014 0.228
C -1.632141 -0.373224 -0.035051 0.646 0.068 -1.363 0.452
C 0.849210 0.116349 0.375100 0.713 0.139 -0.204 -0.211
C 1.316735 -1.344407 0.248485 -0.975 -0.523 -0.395 -0.615
H 1.636295 -1.554578 -0.774499 0.380 0.171 0.016 0.203
H 2.379602 0.599904 -1.046385 0.146 0.119 0.002 0.201
O -2.704188 0.151651 0.113851 0.009 -0.518 0.338 -0.508
H -1.418678 -1.455319 0.031809 -0.747 -0.169 0.422 0.100
C -0.412784 0.402000 -0.455792 0.072 1.136 0.814 -0.525
C 1.952120 1.069556 -0.157519 -0.245 -0.438 0.107 -0.602
H 2.745890 1.241974 0.566894 0.062 -0.074 0.007 0.214
```
Forces are in eV/Å.

Results
Energy relative to the best compared isomer or geometry (same formula, charge and spin) ... 16.0 kcal per mole

---

Computed, not measured: a single C5H10O molecule, with wB97M-V/def2-TZVPD.

Geometry as XYZ:
```
16
Properties=species:S:1:pos:R:3:forces:R:3:nbo_charge:R:1
H 0.610131 1.748702 1.760833 0.066 -0.068 -0.362 0.223
H 0.517966 0.010023 2.009800 0.142 0.165 -0.517 0.210
H 0.308021 -2.330073 0.938894 -0.118 0.165 -0.024 0.237
C -0.582226 -1.951728 0.421011 -0.086 -0.049 0.057 -0.721
H -1.334238 -1.692812 1.169380 0.104 0.090 -0.053 0.221
C 0.758110 1.228315 -1.422165 -0.028 0.315 0.768 -0.594
O 0.042657 -1.134223 -1.668979 -0.326 -0.465 0.235 -0.560
H -0.936499 0.955301 1.896848 0.377 -0.068 -0.527 0.213
C -0.047831 0.630107 -0.126390 0.046 0.067 -0.688 -0.334
H 1.300970 2.132942 -1.180312 0.002 0.331 0.164 0.200
H -0.945954 -2.747670 -0.231913 -0.022 0.017 0.254 0.243
H -0.002648 1.467355 -2.187030 0.250 0.042 0.550 0.214
H 1.434949 0.556607 -1.982341 -0.248 0.083 1.032 0.236
H -1.003654 1.110388 -0.333090 -0.388 -0.364 0.021 0.235
C 0.072821 0.847591 1.451468 0.275 0.042 -0.368 -0.616
C -0.192575 -0.830825 -0.516014 -0.047 -0.304 -0.542 0.592
```
Forces are in eV/Å.

Results
Energy relative to the best compared isomer or geometry (same formula, charge and spin) ... 26.2 kcal per mole